Below is a molecular structure, C35H40N7O2P2Zr, with properties calculated with ωB97M-V with the def2-TZVPD basis set.

Atoms and positions in Å:
Zr1 -0.969 -1.458 0.347
N1 -2.346 -3.096 -0.649
C1 -2.488 -4.085 0.458
C2 -3.258 -3.442 1.604
N2 -2.868 -1.998 1.785
C3 -4.048 -1.127 1.475
C4 -3.624 0.208 0.917
N3 -2.792 -0.065 -0.284
C5 -2.426 -1.739 3.187
C6 -1.130 -2.462 3.486
N4 -0.115 -2.115 2.450
H1 -3.272 -2.837 -0.985
H2 -1.909 -3.536 -1.467
H3 -1.482 -4.378 0.765
H4 -2.995 -4.990 0.123
H5 -3.089 -4.003 2.521
H6 -4.329 -3.492 1.414
H7 -4.674 -1.010 2.363
H8 -4.658 -1.636 0.728
H9 -3.016 0.776 1.621
H10 -4.501 0.810 0.676
H11 -2.408 0.805 -0.643
H12 -3.380 -0.416 -1.038
H13 -3.204 -2.048 3.891
H14 -2.289 -0.661 3.296
H15 -1.267 -3.542 3.472
H16 -0.779 -2.202 4.484
H17 0.535 -2.889 2.332
H18 0.446 -1.327 2.772
O1 -0.411 0.344 1.238
P1 0.347 1.689 0.999
C7 0.545 1.980 -0.782
P2 0.771 0.527 -1.870
O2 -0.217 -0.542 -1.322
C8 2.440 -0.047 -1.812
C9 3.274 0.164 -2.914
C10 4.592 -0.267 -2.868
C11 5.074 -0.905 -1.737
C12 4.248 -1.115 -0.635
C13 2.936 -0.685 -0.668
C14 0.286 1.013 -3.496
C15 -0.296 0.043 -4.318
C16 -0.616 0.365 -5.626
C17 -0.351 1.640 -6.112
C18 0.232 2.603 -5.297
C19 0.556 2.294 -3.986
C20 1.926 1.606 1.802
C21 1.929 1.220 3.149
C22 3.119 1.177 3.852
C23 4.308 1.535 3.222
C24 4.306 1.935 1.894
C25 3.118 1.973 1.179
C26 -0.659 3.001 1.645
C27 -0.597 4.284 1.099
C28 -1.315 5.315 1.684
C29 -2.084 5.072 2.815
C30 -2.138 3.798 3.369
C31 -1.425 2.762 2.790
H19 1.363 2.685 -0.944
H20 -0.371 2.476 -1.119
H21 2.893 0.632 -3.813
H22 5.232 -0.126 -3.727
H23 6.097 -1.255 -1.713
H24 4.632 -1.621 0.241
H25 2.302 -0.846 0.198
H26 -0.500 -0.953 -3.944
H27 -1.067 -0.379 -6.269
H28 -0.599 1.885 -7.137
H29 0.436 3.591 -5.684
H30 1.023 3.049 -3.365
H31 0.999 0.990 3.660
H32 3.124 0.889 4.895
H33 5.236 1.514 3.777
H34 5.231 2.222 1.412
H35 3.146 2.282 0.142
H36 0.012 4.497 0.229
H37 -1.270 6.309 1.262
H38 -2.638 5.880 3.272
H39 -2.729 3.620 4.258
H40 -1.454 1.775 3.237
N5 0.447 -3.012 -0.141
C32 0.898 -3.253 -1.210
C33 1.174 -3.495 -2.509
C34 2.478 -3.469 -3.070
N6 3.537 -3.405 -3.512
C35 -0.051 -3.644 -3.221
N7 -1.143 -3.661 -3.595

Properties
LUMO level = -8.69 eV
HOMO energy = -16.13 eV
Net charge = +3
Relative energy (zero: lowest compared OMol25 entry of this formula, charge and spin) = 0.0 kJ/mol
Frontier orbital gap = 7.45 eV